{"formula": "C12H32BO20", "method": "ωB97M-V/def2-TZVPD", "symbols": ["C", "C", "O", "H", "H", "O", "C", "O", "C", "H", "H", "O", "O", "O", "H", "C", "O", "C", "O", "C", "H", "H", "H", "H", "H", "H", "H", "H", "C", "O", "O", "O", "O", "O", "O", "C", "H", "C", "H", "H", "O", "O", "H", "H", "H", "H", "B", "H", "H", "H", "H", "H", "O", "H", "O", "H", "H", "H", "C", "O", "H", "C", "O", "H", "H"], "xyz": [[20.18862, 10.81745, 11.97505], [15.98346, 11.08923, 12.11679], [17.47851, 6.90057, 5.71305], [11.12772, 5.11776, 8.59700], [16.01766, 7.66360, 6.92291], [16.17211, 11.29500, 15.81535], [13.18156, 4.35184, 12.11533], [18.73822, 6.79891, 8.56275], [14.27200, 7.49016, 10.10522], [10.46876, 2.94678, 8.04896], [17.33950, 8.39496, 8.61646], [12.54220, 6.62629, 6.91302], [20.72305, 10.33096, 10.75118], [13.51123, 6.79175, 9.51474], [19.63731, 7.13698, 8.55631], [16.59171, 11.24907, 10.70346], [18.48857, 4.74512, 10.55940], [16.92588, 7.05993, 7.01504], [17.35848, 12.10995, 10.39384], [17.92685, 7.77018, 7.92958], [19.98657, 12.85912, 11.24002], [16.59104, 11.39900, 14.94663], [13.39546, 3.78179, 13.97286], [17.81279, 5.28293, 11.00665], [10.31288, 5.01495, 7.01627], [12.15491, 4.63810, 12.38552], [16.18160, 8.04254, 13.14804], [13.74185, 5.28985, 12.11637], [11.20546, 4.71951, 7.57644], [14.16697, 8.79606, 10.29706], [21.55480, 12.80005, 12.56433], [12.14662, 2.57505, 10.93124], [16.15605, 11.83366, 13.04551], [15.12692, 10.10355, 12.08141], [11.27765, 3.29883, 7.67290], [15.59693, 7.01174, 10.75071], [12.49739, 4.37581, 10.11487], [12.47600, 5.21400, 6.89861], [17.42094, 7.53239, 13.88389], [20.91449, 9.40133, 10.89287], [16.76140, 14.93421, 11.12992], [16.21285, 10.20363, 10.01249], [12.38881, 4.89744, 5.85720], [19.12229, 10.57774, 12.06489], [16.88020, 6.38950, 5.16230], [18.46584, 5.09028, 9.65603], [15.41380, 9.29101, 10.89283], [16.62595, 6.13166, 7.50692], [20.72383, 10.31839, 12.79054], [12.62949, 6.85126, 7.85722], [21.42327, 13.51850, 13.18289], [13.97875, 3.29642, 10.36368], [16.23214, 8.08257, 11.19940], [16.48333, 14.99346, 12.04945], [13.68699, 3.48118, 13.11160], [16.64501, 10.56767, 16.23258], [16.72189, 13.98543, 10.92903], [18.51296, 8.53003, 7.40363], [13.04966, 3.69894, 10.76217], [15.99378, 5.89119, 10.73208], [19.55039, 12.61904, 12.91740], [20.27098, 12.32252, 12.14972], [16.47643, 7.67553, 13.99994], [13.34327, 4.73059, 7.35467], [12.26103, 1.99398, 10.17583]], "atomic_forces_ev_per_a": [[0.066, 0.063, 0.420], [-0.582, 1.478, 0.328], [0.357, -0.311, 0.128], [0.031, 0.295, -0.160], [-0.021, 0.144, 0.146], [0.379, -0.010, 0.110], [-0.862, 0.456, 0.635], [0.313, 0.373, -0.024], [0.437, 0.594, 0.410], [-0.089, 0.150, 0.078], [0.168, -0.488, 0.474], [-0.019, -0.290, 0.428], [-0.030, 0.369, -0.082], [-0.557, -0.442, -0.190], [0.040, -0.191, 0.172], [0.529, -0.621, 0.938], [0.049, 0.054, 0.140], [-0.057, 0.905, -0.013], [-0.059, 0.434, -0.480], [-1.076, 0.310, -0.572], [-0.112, -0.337, -0.134], [-0.432, -0.005, 0.110], [-0.023, 0.126, 0.006], [0.200, -0.376, -0.276], [0.119, 0.166, -0.053], [-0.033, -0.032, 0.001], [0.281, -0.206, 0.506], [0.249, -0.142, -0.463], [-0.149, -0.289, 0.695], [0.446, -0.196, -0.218], [0.362, -0.534, -0.131], [0.082, 0.023, 0.239], [0.428, -0.122, -0.344], [0.164, -1.116, 0.081], [0.321, -0.268, -0.344], [-0.146, 0.312, -0.684], [0.781, 0.409, -0.316], [-0.766, -0.136, -0.396], [-0.064, -0.061, -0.082], [0.022, -0.041, -0.123], [-0.158, -0.086, 0.035], [-0.451, -0.538, -0.368], [0.366, 0.048, -0.051], [0.020, -0.153, -0.121], [-0.093, -0.027, 0.108], [0.061, 0.075, 0.215], [-0.129, 0.533, -0.186], [0.203, -0.265, -0.156], [-0.141, 0.243, 0.214], [0.134, 0.256, -0.360], [-0.051, 0.070, 0.010], [0.217, 0.544, -0.138], [-0.307, 0.289, 0.024], [0.017, -0.062, -0.041], [0.364, -0.406, -0.362], [-0.092, -0.005, -0.059], [0.269, 0.157, 0.052], [0.099, -0.382, -0.367], [-0.799, -1.069, 0.484], [-0.060, -0.310, 0.295], [-0.205, -0.278, -0.081], [0.007, 0.558, 0.009], [-0.107, 0.211, -0.100], [0.070, 0.077, 0.062], [0.016, 0.074, -0.079]], "e_tot_ev": -54595.86565, "total_charge": -1, "orbital_gap_ha": 0.3834}

=====

{"formula": "C12H32F2NO18S6V", "method": "ωB97M-V/def2-TZVPD", "symbols": ["H", "H", "H", "C", "O", "H", "S", "H", "O", "C", "H", "H", "O", "O", "H", "S", "O", "O", "H", "H", "O", "S", "C", "C", "C", "C", "C", "H", "S", "H", "H", "C", "H", "O", "H", "H", "O", "O", "F", "O", "H", "S", "H", "H", "H", "H", "H", "H", "O", "H", "O", "C", "H", "C", "C", "H", "O", "O", "N", "H", "O", "V", "F", "H", "H", "S", "H", "H", "C", "O", "H", "O"], "xyz": [[18.53664, 18.53836, -18.79943], [21.03853, 18.91398, -19.39923], [23.15785, 21.78375, -1.47151], [26.49140, 10.83273, -4.82437], [18.85061, 16.80140, -11.89665], [26.33762, 7.97675, -6.60476], [30.62301, 12.93562, -18.59805], [21.17270, 17.12136, -19.65003], [18.51612, 16.04646, -9.41562], [22.47230, 22.68087, -3.22546], [27.29625, 10.10023, -4.88555], [23.37971, 22.96279, -3.75953], [25.60940, 17.11500, -11.96456], [17.85065, 20.80602, -20.20287], [24.66249, 6.75612, -4.39671], [17.57482, 19.68942, -21.06727], [18.77327, 18.53818, -20.92305], [21.32909, 20.98990, -1.87860], [31.88515, 14.91030, -18.08898], [23.22672, 18.98934, -0.85919], [24.64266, 8.84172, -4.71350], [21.20593, 20.49425, -0.31270], [25.27598, 7.56754, -4.78826], [16.15775, 18.87805, -20.25611], [31.34619, 12.56954, -15.98463], [20.61263, 17.93345, -19.18644], [22.21880, 18.85424, -0.46683], [18.68227, 17.01607, -19.54068], [25.24426, 9.98217, -3.69546], [26.13622, 10.91386, -5.85168], [33.29485, 11.61660, -15.68130], [31.94207, 14.17286, -18.88962], [22.32286, 18.29162, 0.46092], [25.11725, 18.79582, -9.82969], [26.05493, 7.40034, -4.04436], [33.31961, 13.36853, -15.49360], [24.25316, 10.91861, -3.29066], [17.13136, 19.78097, -22.44875], [23.48354, 17.96747, -8.43741], [26.14200, 9.39738, -2.67007], [26.42704, 6.38760, -5.99286], [24.73394, 17.52176, -9.26836], [30.52450, 12.36281, -15.29893], [24.87399, 6.82911, -6.81594], [23.22066, 20.53871, -2.73796], [21.93828, 23.47700, -2.70673], [21.56577, 18.26966, -1.11484], [32.72662, 12.35315, -14.26327], [29.36973, 13.49788, -18.12361], [31.20563, 13.64754, -16.06374], [19.84790, 20.16689, -0.06241], [25.70922, 7.17882, -6.20915], [15.29718, 19.53469, -20.38398], [19.11090, 18.01794, -19.56591], [32.71277, 12.47513, -15.34633], [20.76583, 17.76957, -18.11977], [25.54759, 17.07778, -8.14717], [26.37340, 15.28661, -10.42363], [23.92388, 16.44334, -10.03146], [15.86364, 17.89293, -20.61822], [22.02134, 21.31155, 0.60644], [19.36219, 15.77150, -10.74262], [24.53418, 15.04412, -12.02030], [31.82566, 14.68720, -19.84356], [21.91806, 22.42476, -4.12841], [25.30738, 16.10154, -11.01804], [32.89232, 13.64132, -18.94068], [26.99261, 11.70303, -4.40074], [22.66277, 21.39631, -2.36195], [31.35597, 12.02063, -17.34192], [16.48553, 18.80455, -19.21917], [30.48761, 12.04670, -19.74905]], "atomic_forces_ev_per_a": [[0.325, 0.563, -0.166], [0.382, -0.175, -0.143], [0.409, -0.409, 0.090], [-0.245, -1.658, 0.081], [1.315, -3.026, 3.457], [-0.446, 0.068, -0.558], [-0.998, -1.794, -0.048], [-0.226, 0.257, -0.501], [1.812, -0.584, -3.179], [-0.215, -1.918, -1.341], [-0.065, -0.291, 0.120], [0.507, 0.393, 0.934], [0.306, 0.382, 0.399], [0.579, -0.276, -0.976], [-1.206, 0.397, -0.273], [-2.105, -2.065, 0.365], [-0.423, 1.088, 0.308], [-0.125, -0.319, 1.099], [0.164, -0.203, 0.058], [-0.315, 0.418, -0.216], [-0.037, 1.165, 1.294], [4.596, -1.404, 0.458], [0.364, -1.734, 0.141], [0.743, -0.016, 0.310], [0.327, 2.265, -0.265], [-0.606, 0.830, -0.545], [-1.499, 0.800, -0.090], [0.027, -0.137, -0.294], [4.438, 0.255, 0.340], [-0.369, 0.550, 0.303], [-0.112, -0.032, -0.332], [-0.462, -0.327, 0.101], [-0.347, 0.593, 0.311], [-0.005, -1.442, -0.886], [0.701, 1.158, -0.279], [-0.044, -0.020, -0.425], [-0.747, -0.659, -0.447], [1.944, 0.270, 1.351], [-2.017, 0.594, 0.691], [-2.312, 0.330, -1.838], [-0.183, -0.472, -0.493], [0.155, 4.713, 6.828], [-0.185, -1.338, -0.644], [0.319, 0.315, -0.175], [-0.340, 0.214, -0.491], [0.448, -0.122, 0.105], [0.347, -0.063, -0.248], [-0.656, 0.012, 0.099], [1.909, 0.070, 0.051], [-0.256, 0.234, -0.382], [-0.262, 0.470, -0.252], [0.644, 0.399, 1.633], [0.287, 0.212, 0.163], [-0.338, -0.758, 0.227], [1.034, -0.707, 0.431], [-0.560, 0.082, 0.143], [0.182, -0.558, -1.870], [-2.366, 1.795, -0.765], [3.201, -1.482, -3.192], [0.522, 0.088, -0.341], [-1.931, -0.667, -1.878], [-2.628, 3.736, -0.196], [0.088, 0.217, 1.070], [-0.550, -0.240, 0.022], [-0.772, -0.132, 0.170], [-0.040, -4.356, -2.324], [-0.158, -0.058, 0.340], [-0.859, 0.190, 0.141], [-0.494, 2.138, 1.336], [-1.158, 0.964, -0.839], [-0.546, 0.041, 0.090], [1.133, 1.178, 1.835]], "e_tot_ev": -147428.27413, "orbital_gap_ha": 0.0993, "e_above_lowest_kcal_mol": 269.7}